(1)
ORCA calculation (ωB97M-V with the def2-TZVPD basis set) on C24H60As3F24N6O14 as an isolated structure at a distorted geometry.

Summary:
Kohn-Sham gap   0.1973 Eh
Highest occupied orbital energy   -1.847 eV
F_max   3.7 eV/Å

```
! wB97M-V def2-TZVPD RIJCOSX def2/J DEFGRID3
* xyz -3 1
C -1.186 3.738 -1.356
C -0.171 4.460 -2.273
C -0.751 5.857 -2.587
O -0.139 6.501 -3.668
C -0.887 7.552 -4.154
N 1.155 4.784 -1.528
H 1.872 5.018 -2.204
H 1.048 5.566 -0.889
H 1.358 3.991 -0.923
H -1.471 4.449 -0.579
H -0.845 2.816 -0.879
H -2.054 3.328 -1.873
H 0.128 3.953 -3.189
H -0.687 6.412 -1.645
H -1.808 5.681 -2.800
H -1.108 8.350 -3.441
H -1.752 7.097 -4.645
H -0.309 8.010 -4.959
C -2.995 -1.945 -0.497
C -2.706 -0.676 -1.270
C -2.620 0.534 -0.413
O -1.357 0.719 0.245
C -1.391 1.300 1.544
N -1.409 -0.859 -2.052
H -0.725 -0.839 -1.301
H -1.395 -1.726 -2.584
H -1.347 -0.073 -2.702
H -2.375 -2.056 0.392
H -2.950 -2.799 -1.173
H -4.048 -1.904 -0.215
H -3.409 -0.510 -2.087
H -3.553 0.541 0.159
H -2.906 1.397 -1.024
H -2.247 1.970 1.641
H -0.534 1.962 1.682
H -1.387 0.539 2.325
C 3.036 -4.307 -2.924
C 2.775 -2.807 -2.761
C 1.874 -2.124 -3.863
O 1.527 -0.777 -3.616
C 2.492 0.141 -4.066
N 2.316 -2.546 -1.381
H 2.535 -1.607 -1.073
H 1.330 -2.820 -1.343
H 2.805 -3.172 -0.735
H 3.164 -4.549 -3.981
H 2.194 -4.954 -2.665
H 3.891 -4.672 -2.355
H 3.741 -2.297 -2.718
H 1.020 -2.793 -3.971
H 2.550 -2.069 -4.718
H 2.418 0.937 -3.322
H 2.356 0.514 -5.081
H 3.495 -0.237 -3.845
C 3.039 4.861 4.995
C 2.863 3.507 4.418
C 2.165 2.540 5.390
O 1.864 1.313 4.747
C 1.054 0.416 5.522
N 2.065 3.537 3.158
H 2.401 4.158 2.430
H 2.074 2.586 2.767
H 1.071 3.750 3.240
H 2.163 5.448 5.270
H 3.629 5.460 4.296
H 3.706 4.847 5.859
H 3.853 3.088 4.236
H 1.270 2.991 5.828
H 2.848 2.360 6.226
H 1.457 0.379 6.538
H 1.203 -0.578 5.107
H 0.052 0.845 5.536
N -2.075 2.196 -4.789
O -3.288 2.438 -4.647
O -1.468 1.462 -3.955
O -1.445 2.657 -5.759
N 2.182 1.329 0.328
O 2.359 0.334 -0.322
O 2.579 1.389 1.516
O 1.472 2.282 -0.094
As -5.930 3.219 1.252
F -6.159 4.215 2.732
F -4.449 4.128 0.822
F -5.737 2.081 -0.139
F -7.301 2.222 1.846
F -6.837 4.418 0.393
F -4.801 2.218 2.181
As -2.309 4.248 4.800
F -3.465 4.228 3.498
F -3.555 4.378 5.996
F -1.022 4.241 6.043
F -0.982 4.037 3.611
F -2.248 6.038 4.753
F -2.354 2.484 5.036
As -3.367 -3.282 -5.306
F -3.616 -3.614 -3.575
F -1.605 -3.136 -5.115
F -3.158 -2.771 -7.007
F -5.121 -3.157 -5.596
F -3.498 -1.575 -4.777
F -3.176 -4.955 -5.731
C -0.138 -4.810 -0.436
O 0.372 -6.054 -1.067
O -0.331 -4.020 -1.542
C -1.305 -5.233 0.525
F -2.503 -5.319 -0.080
F -1.120 -6.372 1.216
F -1.475 -4.260 1.441
C 1.383 -6.739 -0.367
C 1.389 -8.174 -0.865
H 0.732 -8.913 -0.401
H 1.242 -8.217 -1.943
H 2.343 -8.610 -0.552
H 1.362 -6.661 0.723
H 2.368 -6.331 -0.622
H 0.661 -4.515 0.258
C 3.593 -4.209 1.654
O 2.791 -3.088 1.959
O 4.368 -3.861 0.598
C 4.226 -4.861 2.877
F 4.742 -3.972 3.751
F 3.297 -5.480 3.641
F 5.151 -5.782 2.561
C 1.628 -3.161 2.738
C 0.709 -2.122 2.109
H 0.281 -2.431 1.158
H -0.023 -1.833 2.865
H 1.418 -1.305 1.960
H 1.934 -2.874 3.747
H 1.073 -4.092 2.592
H 2.876 -4.961 1.284
*
```

Löwdin atomic charge list, values in e, 99 entries: atom 1 (C): -0.012, atom 2 (C): -0.227, atom 3 (C): -0.212, atom 4 (O): -0.172, atom 5 (C): -0.128, atom 6 (N): 0.221, atom 7 (H): 0.159, atom 8 (H): 0.148, atom 9 (H): 0.089, atom 10 (H): 0.098, atom 11 (H): 0.063, atom 12 (H): 0.093, atom 13 (H): 0.155, atom 14 (H): 0.128, atom 15 (H): 0.143, atom 16 (H): 0.091, atom 17 (H): 0.104, atom 18 (H): 0.087, atom 19 (C): -0.026, atom 20 (C): -0.300, atom 21 (C): -0.184, atom 22 (O): -0.189, atom 23 (C): -0.074, atom 24 (N): 0.258, atom 25 (H): 0.137, atom 26 (H): 0.137, atom 27 (H): 0.104, atom 28 (H): 0.080, atom 29 (H): 0.067, atom 30 (H): 0.095, atom 31 (H): 0.159, atom 32 (H): 0.130, atom 33 (H): 0.117, atom 34 (H): 0.082, atom 35 (H): 0.057, atom 36 (H): 0.089, atom 37 (C): -0.030, atom 38 (C): -0.301, atom 39 (C): -0.149, atom 40 (O): -0.183, atom 41 (C): -0.107, atom 42 (N): 0.234, atom 43 (H): 0.114, atom 44 (H): 0.107, atom 45 (H): 0.113, atom 46 (H): 0.080, atom 47 (H): 0.076, atom 48 (H): 0.082, atom 49 (H): 0.136, atom 50 (H): 0.129, atom 51 (H): 0.118, atom 52 (H): 0.080, atom 53 (H): 0.094, atom 54 (H): 0.081, atom 55 (C): -0.059, atom 56 (C): -0.319, atom 57 (C): -0.188, atom 58 (O): -0.191, atom 59 (C): -0.044, atom 60 (N): 0.231, atom 61 (H): 0.158, atom 62 (H): 0.090, atom 63 (H): 0.133, atom 64 (H): 0.098, atom 65 (H): 0.080, atom 66 (H): 0.089, atom 67 (H): 0.159, atom 68 (H): 0.124, atom 69 (H): 0.130, atom 70 (H): 0.082, atom 71 (H): 0.085, atom 72 (H): 0.095, atom 73 (N): -0.621, atom 74 (O): -0.048, atom 75 (O): -0.108, atom 76 (O): -0.083, atom 77 (N): -0.567, atom 78 (O): 0.037, atom 79 (O): -0.052, atom 80 (O): -0.083, atom 81 (As): 0.848, atom 82 (F): -0.310, atom 83 (F): -0.313, atom 84 (F): -0.298, atom 85 (F): -0.307, atom 86 (F): -0.269, atom 87 (F): -0.296, atom 88 (As): 0.821, atom 89 (F): -0.242, atom 90 (F): -0.262, atom 91 (F): -0.321, atom 92 (F): -0.309, atom 93 (F): -0.303, atom 94 (F): -0.288, atom 95 (As): 0.827, atom 96 (F): -0.285, atom 97 (F): -0.296, atom 98 (F): -0.309, atom 99 (F): -0.302



(2)
ORCA calculation (ωB97M-V with the def2-TZVPD basis set) on a 6-piece molecular cluster, C24H60B2O8P overall at a distorted geometry.

Summary:
Kohn-Sham gap   0.1885 Eh
Relative energy (zero: lowest compared OMol25 entry of this formula, charge and spin)   0.00 kJ/mol
Highest occupied orbital energy   -3.063 eV
F_max   1.7 eV/Å

```
! wB97M-V def2-TZVPD RIJCOSX def2/J DEFGRID3
* xyz -1 1
C 3.875 4.123 1.992
C 3.152 3.616 1.167
C 2.341 3.020 0.066
C 1.315 4.002 -0.590
C -0.123 3.700 -0.048
B -0.866 5.014 0.669
O 0.051 5.717 1.599
C -1.449 5.959 -0.564
B -1.563 7.469 -0.154
O -2.788 8.098 0.147
O -0.348 8.211 -0.128
P -2.282 4.215 1.799
C -2.455 5.191 3.411
C -3.973 4.387 0.996
C -4.203 3.155 0.052
H 4.598 4.722 2.511
H 3.028 2.643 -0.708
H 1.845 2.130 0.484
H 1.616 5.059 -0.516
H 1.321 3.753 -1.669
H -0.146 2.896 0.706
H -0.753 3.465 -0.928
H 0.741 6.195 1.128
H -0.684 5.929 -1.377
H -2.384 5.589 -1.028
H -2.671 8.604 0.964
H -0.187 8.581 0.750
H -1.572 5.811 3.628
H -3.406 5.751 3.478
H -2.504 4.431 4.215
H -4.710 4.273 1.812
H -4.101 5.345 0.467
H -3.633 2.275 0.391
H -5.276 2.888 0.125
H -3.964 3.387 -0.997
C 4.490 -0.983 0.928
C 3.814 -1.171 -0.422
C 4.617 -2.094 -1.324
O 3.653 0.096 -1.058
H 5.477 -0.529 0.805
H 3.906 -0.310 1.558
H 4.607 -1.936 1.448
H 2.812 -1.582 -0.275
H 5.608 -1.676 -1.522
H 4.121 -2.208 -2.289
H 4.740 -3.082 -0.875
H 4.530 0.473 -1.194
C -0.993 -1.089 2.097
C -1.219 -1.674 0.712
C -0.513 -3.015 0.558
O -0.744 -0.768 -0.281
H 0.072 -0.913 2.275
H -1.494 -0.124 2.196
H -1.368 -1.760 2.874
H -2.289 -1.802 0.537
H 0.569 -2.899 0.686
H -0.674 -3.423 -0.439
H -0.874 -3.738 1.295
H 0.201 -0.639 -0.142
C -0.719 -7.614 -2.649
C -1.430 -6.653 -1.707
C -2.941 -6.735 -1.871
O -0.991 -5.321 -1.957
H -0.941 -7.367 -3.691
H 0.362 -7.539 -2.526
H -1.021 -8.647 -2.464
H -1.161 -6.886 -0.675
H -3.234 -6.460 -2.888
H -3.436 -6.036 -1.195
H -3.308 -7.742 -1.663
H -1.221 -5.097 -2.865
C -3.608 -4.090 6.422
C -3.342 -3.594 5.009
C -4.092 -4.427 3.980
O -1.944 -3.642 4.737
H -3.268 -5.123 6.540
H -3.058 -3.488 7.148
H -4.671 -4.043 6.665
H -3.644 -2.549 4.924
H -3.768 -5.472 4.019
H -3.886 -4.065 2.972
H -5.170 -4.391 4.151
H -1.657 -4.559 4.807
C 3.340 -0.746 -6.261
C 4.204 -0.314 -5.086
C 4.803 1.064 -5.318
O 5.250 -1.266 -4.882
H 3.935 -0.807 -7.177
H 2.923 -1.739 -6.084
H 2.518 -0.047 -6.426
H 3.604 -0.304 -4.174
H 5.446 1.062 -6.204
H 5.425 1.358 -4.471
H 4.024 1.816 -5.455
H 5.792 -1.290 -5.678
*
```

Atom-resolved charges from Löwdin, all expressed in e: atom 1 (C): 0.067, atom 2 (C): -0.137, atom 3 (C): -0.212, atom 4 (C): -0.200, atom 5 (C): -0.185, atom 6 (B): -0.940, atom 7 (O): -0.076, atom 8 (C): -0.054, atom 9 (B): -0.632, atom 10 (O): 0.108, atom 11 (O): 0.086, atom 12 (P): 0.985, atom 13 (C): -0.334, atom 14 (C): -0.456, atom 15 (C): -0.198, atom 16 (H): 0.006, atom 17 (H): 0.088, atom 18 (H): 0.098, atom 19 (H): 0.102, atom 20 (H): 0.095, atom 21 (H): 0.056, atom 22 (H): 0.087, atom 23 (H): 0.047, atom 24 (H): 0.092, atom 25 (H): 0.074, atom 26 (H): 0.087, atom 27 (H): 0.086, atom 28 (H): 0.011, atom 29 (H): 0.013, atom 30 (H): -0.002, atom 31 (H): 0.052, atom 32 (H): 0.056, atom 33 (H): 0.038, atom 34 (H): 0.047, atom 35 (H): 0.055, atom 36 (C): -0.059, atom 37 (C): -0.494, atom 38 (C): -0.060, atom 39 (O): -0.060, atom 40 (H): 0.081, atom 41 (H): 0.081, atom 42 (H): 0.077, atom 43 (H): 0.126, atom 44 (H): 0.083, atom 45 (H): 0.071, atom 46 (H): 0.078, atom 47 (H): 0.087, atom 48 (C): -0.052, atom 49 (C): -0.493, atom 50 (C): -0.061, atom 51 (O): -0.051, atom 52 (H): 0.080, atom 53 (H): 0.079, atom 54 (H): 0.059, atom 55 (H): 0.135, atom 56 (H): 0.072, atom 57 (H): 0.055, atom 58 (H): 0.073, atom 59 (H): 0.074, atom 60 (C): -0.068, atom 61 (C): -0.498, atom 62 (C): -0.065, atom 63 (O): -0.059, atom 64 (H): 0.080, atom 65 (H): 0.078, atom 66 (H): 0.077, atom 67 (H): 0.138, atom 68 (H): 0.080, atom 69 (H): 0.079, atom 70 (H): 0.077, atom 71 (H): 0.092, atom 72 (C): -0.068, atom 73 (C): -0.499, atom 74 (C): -0.064, atom 75 (O): -0.061, atom 76 (H): 0.078, atom 77 (H): 0.079, atom 78 (H): 0.078, atom 79 (H): 0.142, atom 80 (H): 0.079, atom 81 (H): 0.076, atom 82 (H): 0.078, atom 83 (H): 0.085, atom 84 (C): -0.065, atom 85 (C): -0.498, atom 86 (C): -0.062, atom 87 (O): -0.066, atom 88 (H): 0.077, atom 89 (H): 0.078, atom 90 (H): 0.081, atom 91 (H): 0.132, atom 92 (H): 0.078, atom 93 (H): 0.077, atom 94 (H): 0.083, atom 95 (H): 0.081